No. 1
Computed, not measured: a gas-phase ion, C10H4NO2 (charge -1) in a non-equilibrium geometry, with wB97M-V/def2-TZVPD.

## Properties
Charge: -1
2S+1: 1
Orbital gap (spin up / spin down): 5.541 / 6.816 eV

Last column: natural (NBO) charge in e.
Positions of all 17 atoms, in Å:
C -0.104 1.007 -0.220  -0.29
C -1.527 0.941 -0.022  -0.18
C 0.627 -0.092 -0.031  -0.16
C 0.601 -2.699 -0.168  -0.08
C -2.198 -0.265 0.245  -0.10
C 0.045 -1.367 -0.001  -0.13
C -1.403 -1.463 0.154  -0.24
C -3.578 -0.042 0.539  0.10
C -1.437 -2.883 0.277  0.20
C -4.865 -0.004 -0.086  0.75
N -0.397 -3.550 -0.117  -0.53
O -5.910 -0.477 -0.366  -0.56
O -4.217 1.260 0.027  -0.55
H 0.398 1.936 -0.189  0.19
H -2.061 1.735 -0.366  0.20
H 1.713 0.093 -0.022  0.19
H 1.708 -3.047 -0.294  0.18



No. 2
Computed, not measured: a molecular structure, C17H22N5O6V in a non-equilibrium geometry, with wB97M-V/def2-TZVPD.

## Properties
⟨S²⟩: 3.7573
Charge: +1
2S+1: 4
Orbital gap (spin up / spin down): 7.929 / 8.834 eV

Last column: natural (NBO) charge in e.
Positions of all 51 atoms, in Å:
V -0.305 -0.254 0.493  1.30
C -0.489 2.788 0.878  -0.08
C -1.787 2.316 1.508  -0.08
O -2.008 0.944 1.126  -0.58
C -2.654 0.138 2.136  -0.08
C -1.690 -0.179 3.266  -0.09
O -0.494 -0.658 2.664  -0.57
C 0.626 -0.778 3.539  -0.09
C 1.824 -1.169 2.693  -0.08
O 1.990 -0.296 1.579  -0.55
C 2.511 0.996 1.877  -0.08
C 1.836 1.970 0.937  -0.07
O 0.431 1.724 1.088  -0.59
H -0.144 3.697 1.375  0.21
H -0.596 2.992 -0.189  0.20
H -2.634 2.920 1.177  0.22
H -1.711 2.383 2.594  0.20
H -2.944 -0.779 1.623  0.23
H -3.552 0.639 2.499  0.22
H -2.126 -0.941 3.918  0.22
H -1.463 0.700 3.878  0.19
H 0.437 -1.552 4.288  0.22
H 0.775 0.175 4.056  0.18
H 1.672 -2.160 2.267  0.22
H 2.725 -1.196 3.311  0.21
H 3.595 1.008 1.740  0.21
H 2.285 1.274 2.910  0.18
H 2.123 1.781 -0.101  0.20
H 2.072 3.004 1.193  0.21
O -0.326 -2.215 0.239  -0.68
N -0.405 -3.360 0.826  0.06
C 0.526 -4.195 0.474  -0.12
C 1.546 -3.786 -0.443  0.27
N 2.321 -3.389 -1.194  -0.30
C 0.527 -5.515 1.012  0.24
N 0.548 -6.571 1.461  -0.25
N -0.030 0.174 -6.714  -0.80
C -0.438 1.111 -5.828  0.64
O -0.808 2.222 -6.139  -0.57
C -0.389 0.721 -4.369  -0.06
C -1.228 1.411 -3.501  -0.19
C -1.185 1.106 -2.158  0.03
N -0.358 0.182 -1.651  -0.55
C 0.447 -0.485 -2.485  0.06
C 0.461 -0.244 -3.848  -0.21
H -0.103 0.401 -7.693  0.42
H 0.085 -0.790 -6.459  0.40
H -1.890 2.173 -3.888  0.26
H -1.846 1.593 -1.453  0.20
H 1.088 -1.238 -2.041  0.23
H 1.152 -0.794 -4.471  0.24



No. 3
Computed, not measured: a molecular structure, C41H37BN9Pt, with wB97M-V/def2-TZVPD.

## Properties
Charge: +1
ΔE to the lowest compared entry with this formula, charge and spin: 0.0 kJ/mol
2S+1: 1
Orbital gap: 6.428 eV

Last column: Mulliken charge in e.
Positions of all 89 atoms, in Å:
Pt -0.267 0.172 0.466  -0.18
C -4.314 2.278 -2.449  -1.52
C -3.552 2.021 -1.195  0.66
C -3.770 2.531 0.074  -1.21
C -2.796 1.952 0.888  -0.21
N -2.018 1.167 0.135  -0.11
N -2.492 1.198 -1.135  0.76
B -1.975 0.220 -2.222  -1.11
N -1.913 -1.186 -1.541  1.35
N -1.207 -1.390 -0.402  -0.68
C -1.316 -2.679 -0.065  -0.08
C -2.124 -3.315 -1.006  -1.27
C -2.488 -2.342 -1.919  0.80
C -3.386 -2.472 -3.102  -1.37
C -0.634 -3.299 1.082  0.75
C -0.522 -2.671 2.321  0.37
C 0.145 -3.293 3.365  -0.73
C 0.697 -4.555 3.189  -0.67
C 0.574 -5.193 1.963  -0.80
C -0.085 -4.569 0.916  -0.82
N -0.594 0.632 -2.752  0.74
N 0.292 1.261 -1.937  -0.39
C 1.441 1.302 -2.596  -0.23
C 1.314 0.686 -3.853  -1.07
C -0.001 0.281 -3.919  1.04
C -0.714 -0.433 -5.018  -1.47
C 2.627 1.873 -1.936  0.43
C 2.521 3.051 -1.197  -0.01
C 3.629 3.575 -0.548  -0.62
C 4.854 2.924 -0.624  -0.59
C 4.967 1.753 -1.359  -0.83
C 3.860 1.232 -2.015  -0.41
C -2.597 2.133 2.335  0.44
C -2.249 1.060 3.150  -0.10
C -2.026 1.254 4.505  -0.67
C -2.161 2.520 5.059  -0.53
C -2.537 3.589 4.256  -0.82
C -2.756 3.396 2.901  -0.57
H -5.084 3.022 -2.259  0.42
H -4.794 1.370 -2.814  0.26
H -3.659 2.649 -3.238  0.29
H -4.557 3.198 0.379  0.60
H -2.769 0.156 -3.111  -0.09
H -2.434 -4.346 -1.003  0.65
H -3.733 -3.500 -3.178  0.42
H -2.877 -2.213 -4.030  0.18
H -4.255 -1.822 -3.009  0.27
H -0.972 -1.699 2.473  0.58
H 0.218 -2.799 4.326  0.46
H 1.210 -5.042 4.007  0.42
H 0.997 -6.179 1.820  0.46
H -0.158 -5.060 -0.046  0.48
H 2.058 0.592 -4.626  0.55
H -0.084 -0.464 -5.904  0.45
H -1.650 0.061 -5.278  0.28
H -0.943 -1.463 -4.738  0.17
H 1.566 3.563 -1.166  0.49
H 3.543 4.505 0.000  0.49
H 5.722 3.338 -0.126  0.43
H 5.920 1.245 -1.428  0.43
H 3.948 0.315 -2.585  0.41
H -2.177 0.071 2.719  0.66
H -1.763 0.413 5.134  0.49
H -1.991 2.670 6.116  0.44
H -2.662 4.573 4.687  0.42
H -3.038 4.232 2.271  0.42
C 2.934 -4.146 -1.051  -0.80
C 3.220 -3.921 0.290  -0.65
C 2.760 -2.777 0.916  -0.41
C 1.991 -1.883 0.184  -0.26
C 1.698 -2.086 -1.158  0.68
C 2.185 -3.227 -1.774  -0.96
N 1.518 -0.677 0.796  2.30
N 2.333 -0.107 1.558  -1.15
C 1.905 1.157 1.979  -0.05
C 2.717 1.917 2.795  -0.44
C 2.323 3.214 3.081  -0.62
C 1.165 3.708 2.505  -1.16
C 0.403 2.884 1.693  -0.49
N 0.747 1.618 1.467  0.72
H 3.302 -5.040 -1.537  0.46
H 3.800 -4.642 0.849  0.45
H 2.962 -2.586 1.961  0.53
H 1.137 -1.346 -1.713  0.02
H 1.983 -3.393 -2.824  0.52
H 3.637 1.490 3.166  0.63
H 2.928 3.839 3.723  0.47
H 0.839 4.724 2.676  0.55
H -0.498 3.229 1.212  0.89



No. 4
Computed, not measured: a molecular structure, C31H40N2O3P2SV in a non-equilibrium geometry, with wB97M-V/def2-TZVPD.

## Properties
⟨S²⟩: 2.0313
Charge: +1
ΔE to the lowest compared entry with this formula, charge and spin: 55.4 kJ/mol
2S+1: 3
Orbital gap (spin up / spin down): 7.489 / 7.699 eV

Last column: Mulliken charge in e.
Positions of all 80 atoms, in Å:
V -0.238 -0.879 -0.308  -0.75
C -2.953 1.749 -1.741  -1.16
C -1.658 2.511 -1.449  0.51
C -1.917 3.936 -0.947  -1.43
P -0.552 1.491 -0.368  2.66
C 0.964 2.529 -0.027  1.90
C 1.452 3.184 -1.323  -1.68
C 0.812 3.524 1.120  -1.49
C -1.392 1.264 1.241  0.14
C -2.565 1.808 1.759  -1.76
C -3.012 1.409 3.009  -1.10
C -2.311 0.456 3.739  -0.92
C -1.162 -0.120 3.227  0.32
C -0.707 0.277 1.975  -0.71
N 0.382 -0.309 1.290  0.66
C 1.683 -0.260 1.808  -0.03
C 2.033 0.317 3.029  -1.06
C 3.364 0.367 3.409  -0.96
C 4.361 -0.144 2.592  -1.14
C 4.025 -0.709 1.371  -0.74
C 2.697 -0.761 0.970  0.15
P 2.010 -1.445 -0.568  1.21
C 2.401 -3.260 -0.490  0.54
C 3.906 -3.525 -0.399  -1.53
C 1.688 -3.916 0.696  -1.20
C 2.960 -0.855 -2.062  0.76
C 1.954 -0.577 -3.183  -1.47
C 3.834 0.363 -1.775  -1.54
H -3.574 2.329 -2.426  0.62
H -3.536 1.557 -0.838  0.15
H -2.724 0.803 -2.224  0.15
H -1.105 2.575 -2.392  0.53
H -2.209 3.969 0.100  0.19
H -2.725 4.376 -1.534  0.51
H -1.042 4.570 -1.069  0.27
H 1.708 1.786 0.273  -0.58
H 0.853 4.056 -1.583  0.31
H 1.420 2.485 -2.162  0.34
H 2.482 3.522 -1.205  0.46
H 0.153 4.351 0.855  0.28
H 1.791 3.940 1.367  0.50
H 0.420 3.039 2.014  0.26
H -3.133 2.546 1.213  0.30
H -3.917 1.845 3.412  0.47
H -2.678 0.146 4.709  0.46
H -0.645 -0.902 3.766  0.64
H 1.270 0.725 3.677  0.49
H 3.624 0.819 4.358  0.44
H 5.396 -0.099 2.902  0.47
H 4.806 -1.110 0.739  0.55
H 2.012 -3.665 -1.430  0.62
H 4.253 -3.381 0.624  0.37
H 4.496 -2.888 -1.061  0.41
H 4.107 -4.560 -0.676  0.46
H 2.013 -3.459 1.633  0.23
H 1.937 -4.977 0.734  0.54
H 0.609 -3.823 0.622  0.05
H 3.593 -1.686 -2.377  0.68
H 1.265 0.218 -2.894  0.16
H 1.355 -1.460 -3.408  0.42
H 2.475 -0.276 -4.093  0.52
H 3.257 1.157 -1.301  0.21
H 4.241 0.748 -2.712  0.53
H 4.670 0.117 -1.122  0.28
O -1.867 -2.417 1.682  -0.54
C -2.107 -2.357 0.498  0.33
N -1.162 -2.571 -0.484  -0.67
S -1.734 -2.194 -1.952  1.43
O -1.593 -3.224 -2.919  -0.75
O -1.058 -0.922 -2.264  -0.61
C -3.402 -1.837 -1.451  0.25
C -4.498 -1.412 -2.172  -0.62
C -5.650 -1.107 -1.457  -0.55
C -5.693 -1.241 -0.071  -0.68
C -4.585 -1.678 0.640  -0.42
C -3.432 -1.965 -0.070  0.40
H -4.468 -1.324 -3.250  0.51
H -6.522 -0.758 -1.992  0.44
H -6.608 -1.008 0.458  0.44
H -4.599 -1.800 1.715  0.57